Here is the molecule C2H4ClN from the OMol25 dataset. Energies are from the ωB97M-V functional and the def2-TZVPD basis.

XYZ file:
```
8
Properties=species:S:1:pos:R:3:mulliken_charge:R:1
C 0.34584 0.08252 0.45160 0.0143
C -0.55153 -0.03930 -0.77602 -0.2838
N 0.86104 -0.85238 1.12201 -0.5553
Cl -1.90578 1.04129 -0.60684 -0.1791
H 0.58052 1.22526 0.43376 0.2142
H 0.01790 0.38414 -1.57340 0.2548
H -0.87360 -1.13013 -0.88805 0.2754
H 1.52562 -0.71141 1.83695 0.2595
```

Computed properties:
HOMO ... -0.3663 hartree
SMILES string ... [H]/N=C/CCl
Energy relative to the best compared isomer or geometry (same formula, charge and spin) ... 16.9 kcal per mole
Gap between HOMO and LUMO ... 11.00 eV
E_tot ... -16150.3445 eV
Lowest unoccupied orbital energy ... 0.0377 hartree
2S+1 ... 1